Below is 2 unconnected molecules or ions with the total composition C12H17N in a non-equilibrium geometry, with properties calculated with ωB97M-V/def2-TZVPD.

```
! RIJCOSX wB97M-V def2-TZVPD def2/J DEFGRID3
* xyz 0 1
C -2.2641 -1.8803 -2.1520
C -0.1578 0.1601 -0.3762
H 0.6580 -1.4770 0.8100
N 2.8979 2.2496 1.6342
H 3.7244 2.7684 1.3497
H -1.4939 -1.7325 -1.4079
C -3.1322 -0.5764 -2.4069
C -4.0611 -0.1439 -1.2938
C 2.9044 -1.3542 2.7505
H 4.0289 1.3078 3.3096
C 3.2921 1.1841 2.4958
C 1.8037 0.2887 1.0257
H -4.4778 -1.0876 -0.7170
C 2.7386 -0.0499 2.1180
H -3.7609 -0.7030 -3.2836
H -1.8143 -2.0105 -3.1826
H -2.3189 0.1484 -2.7077
C 1.9950 1.6410 0.6444
H 2.0508 -1.5488 3.4118
H 2.9008 -2.2407 2.0368
C 1.3156 2.1355 -0.4345
H -2.8679 -2.5837 -1.7014
H -4.8013 0.6467 -1.5280
H -1.1766 -0.2549 -0.5934
C 0.7409 -0.4633 0.4504
C 0.1124 1.5211 -0.8575
H -3.6540 0.3736 -0.5140
H 3.8377 -1.4602 3.3049
H -0.5585 1.9712 -1.5266
H 1.5381 3.1708 -0.6588
*
```

LUMO level, eV: 0.9
F_max, hartree/bohr: 0.0779
Structure (SMILES): Cc1c[nH]c2ccccc12.CCC
HOMO-LUMO gap, hartree: 0.3231
Highest occupied orbital energy, Ha: -0.28825
Energy relative to the best compared isomer or geometry (same formula, charge and spin), kcal per mole: 53.5
Calculated total energy, hartree: -522.13497

Mulliken population analysis, charges in e, atoms 1 to 8: number 1, C, carries -0.866; number 2, C, carries -0.291; number 3, H, carries 0.388; number 4, N, carries -0.283; number 5, H, carries 0.282; number 6, H, carries 0.187; number 7, C, carries -0.245; number 8, C, carries -1.088

---

Below is 8 unconnected molecules or ions with the total composition C12H40O11 in a non-equilibrium geometry, with properties calculated with ωB97M-V/def2-TZVPD.

```
! RIJCOSX wB97M-V def2-TZVPD def2/J DEFGRID3
* xyz 1 2
O 4.3828 1.1289 3.3459
H 4.7286 0.4364 -1.9642
H 3.6092 0.2557 0.2615
H -3.9187 1.3741 2.1336
H 0.4021 -0.7382 0.5652
H -2.6788 2.0778 0.1270
H 2.2650 -0.8243 -3.9733
H -0.6139 -1.9537 -0.1030
H -0.1863 3.8933 0.8999
H -2.5364 3.7947 0.6962
C 1.9487 -0.6891 -2.9390
H -2.3084 2.2271 4.4223
C -2.6143 2.7466 0.9853
H 4.0827 1.8056 -1.9535
H 1.7104 -1.6229 -2.4298
H -1.1648 -4.0092 -2.5328
H 1.5451 -3.2118 -0.1164
H -1.0224 -0.8600 2.6752
H 3.5370 1.0457 3.7863
C -3.3668 2.4851 4.3872
H -0.8255 -4.6246 -4.0574
O -3.7422 3.1620 3.1695
H 4.7891 -1.1309 0.2512
H 0.5980 2.4905 1.5808
O 4.6855 -0.8125 -0.6455
H -4.1680 -0.9726 1.5009
C -3.6753 -1.5878 2.2538
C -1.0609 -1.4171 -3.4422
C -1.4169 -1.0647 1.6799
H -0.9962 0.6680 -3.6492
H -3.5759 -1.0853 3.2160
O -1.4196 2.4042 1.5999
O 3.0410 0.8165 0.7895
H -3.6127 3.1997 5.1727
H -1.7718 -0.1771 1.1561
O 4.6646 1.2472 -2.4690
H 0.1899 -0.0864 -4.7463
H -1.3031 -1.4053 -2.3795
C -0.2396 2.8062 0.9589
H 2.6052 1.3835 0.1533
H -3.9883 1.6192 4.6152
H -4.3376 -2.4505 2.3255
H 5.1620 -1.4461 -1.1818
H 1.6557 1.4883 -1.7748
H 2.3864 -1.9999 0.7746
H -2.0634 -1.3346 -3.8620
H 1.7666 2.9929 -1.9000
O -0.4436 -2.6353 -3.8217
H -2.3154 -3.5896 -3.8056
O -2.4549 -2.0586 1.7356
H 4.1846 0.9970 2.4188
C -3.7894 2.4385 1.9373
O 2.1220 2.2451 -1.4197
C 1.7388 -2.8677 0.8996
H 2.7481 -0.2393 -2.3502
O 0.7847 0.1481 -2.8523
C -1.2589 -3.7427 -3.5856
H 2.2468 -3.6565 1.4545
C -0.2559 -0.1254 -3.7523
O 0.5254 -2.5953 1.5511
H -4.6803 2.8081 1.4296
C -0.2174 -1.5902 0.8451
H -0.0823 2.4195 -0.0480
*
```

LUMO level (alpha / beta), eV: -2.5 / -9.3
F_max, hartree/bohr: 0.0438
HOMO-LUMO gap (alpha / beta), hartree: 0.3603 / 0.1085
Expectation value of S²: 0.756
Highest occupied orbital energy (alpha / beta), Ha: -0.45061 / -0.45042
Energy relative to the best compared isomer or geometry (same formula, charge and spin), kcal per mole: 20.1
Calculated total energy, hartree: -1308.34175

Mulliken population analysis, charges in e, atoms 1 to 8: number 1, O, carries -0.632; number 2, H, carries 0.344; number 3, H, carries 0.370; number 4, H, carries -0.115; number 5, H, carries 0.249; number 6, H, carries 0.273; number 7, H, carries 0.448; number 8, H, carries 0.129

---

Below is 2 unconnected molecules or ions with the total composition C4H13NO in a non-equilibrium geometry, with properties calculated with ωB97M-V/def2-TZVPD.

```
! RIJCOSX wB97M-V def2-TZVPD def2/J DEFGRID3
* xyz 0 1
C -0.8886 0.6731 1.7480
H -0.0811 1.9511 -0.4175
H 0.0243 -2.8558 1.8044
C -0.1017 0.8852 -0.6787
H -1.4074 1.5788 1.4130
H 1.1504 0.1096 0.8312
H -1.0135 0.5357 -1.1986
H -1.6856 -0.0454 1.8426
C 0.0461 0.1805 0.6419
O 1.9307 1.9256 -3.4336
H -0.8323 -1.3507 -0.5332
H 1.8884 1.4026 -2.6086
H 1.9952 1.3145 -4.1588
H -1.4891 -2.5385 1.3832
H 0.7520 0.6522 -1.3093
H -0.3996 0.8388 2.6836
C -0.1482 -1.3979 0.3161
N -0.5943 -2.0924 1.5574
H 0.8543 -1.7669 0.1169
*
```

LUMO level, eV: 0.8
F_max, hartree/bohr: 0.0591
Structure (SMILES): CC(C)CN.O
HOMO-LUMO gap, hartree: 0.3700
Highest occupied orbital energy, Ha: -0.33899
Energy relative to the best compared isomer or geometry (same formula, charge and spin), kcal per mole: 27.3
Calculated total energy, hartree: -290.15350

Mulliken population analysis, charges in e, atoms 1 to 8: number 1, C, carries -1.268; number 2, H, carries 0.484; number 3, H, carries 0.249; number 4, C, carries -1.255; number 5, H, carries 0.389; number 6, H, carries 0.244; number 7, H, carries 0.278; number 8, H, carries 0.309

---

Below is 2 unconnected molecules or ions with the total composition C4H12NOS in a non-equilibrium geometry, with properties calculated with ωB97M-V/def2-TZVPD.

```
! RIJCOSX wB97M-V def2-TZVPD def2/J DEFGRID3
* xyz -1 1
H 1.1698 -1.3233 -1.4973
H -0.7305 -1.4845 1.3154
H 1.2107 -0.4033 0.6305
H 1.7678 2.1149 -0.9594
H 2.3661 1.7451 0.7731
O 1.2296 -2.0331 -2.1638
S -3.1455 -1.9975 1.2578
N 0.9894 0.2890 -0.0700
H 0.2877 -2.2445 -2.2128
H 2.8890 0.9216 -0.7444
C -0.3197 0.8989 0.3174
H -0.4447 1.8498 -0.2220
H -1.7218 -0.1664 2.0562
C -1.7009 -0.8831 1.2328
C 2.0209 1.3046 -0.2029
H -2.4731 0.6627 0.0295
H -0.0964 1.1549 1.3929
C -1.5744 0.0223 0.0496
H -1.7239 -0.4280 -0.9825
*
```

LUMO level, eV: 3.3
F_max, hartree/bohr: 0.0325
HOMO-LUMO gap, hartree: 0.2098
Highest occupied orbital energy, Ha: -0.08954
Energy relative to the best compared isomer or geometry (same formula, charge and spin), kcal per mole: 28.3
Calculated total energy, hartree: -687.78298

Mulliken population analysis, charges in e, atoms 1 to 8: number 1, H, carries 0.405; number 2, H, carries 0.079; number 3, H, carries 0.287; number 4, H, carries 0.321; number 5, H, carries 0.276; number 6, O, carries -0.726; number 7, S, carries -0.651; number 8, N, carries -0.264